This record from OMol25 describes a molecular structure, C41H30BrIrN10O9S2. The level of theory is wB97M-V/def2-TZVPD.

Atoms and positions in Å:
Ir (1.34, 0.00, 0.39)
O (1.62, -3.45, -2.26)
C (1.80, -4.43, -1.36)
C (1.75, -5.74, -1.85)
C (1.92, -6.81, -1.00)
C (2.15, -6.61, 0.36)
C (2.19, -5.32, 0.85)
C (2.01, -4.21, 0.01)
C (1.97, -2.86, 0.61)
O (2.05, -1.83, -0.20)
N (1.82, -2.75, 1.89)
N (1.75, -1.44, 2.28)
C (1.71, -1.26, 3.54)
C (1.64, 0.01, 4.20)
C (1.43, 0.06, 5.58)
C (1.38, 1.26, 6.26)
C (1.57, 2.44, 5.54)
C (1.79, 2.42, 4.18)
C (1.84, 1.20, 3.46)
O (2.09, 1.22, 2.20)
H (1.77, -2.59, -1.83)
H (1.57, -5.88, -2.90)
H (1.88, -7.82, -1.40)
H (2.30, -7.45, 1.03)
H (2.36, -5.13, 1.90)
H (1.70, -2.16, 4.16)
H (1.30, -0.87, 6.12)
H (1.21, 1.29, 7.33)
H (1.54, 3.40, 6.05)
H (1.94, 3.34, 3.62)
C (-3.04, -3.35, 0.46)
N (-2.10, -2.30, 0.83)
C (-1.15, -1.74, 0.10)
N (-0.53, -0.83, 0.83)
C (-1.13, -0.91, 2.05)
N (-2.08, -1.80, 2.09)
C (-3.81, -3.05, -0.82)
C (-4.28, -4.11, -1.59)
C (-5.06, -3.86, -2.71)
C (-5.37, -2.57, -3.08)
C (-4.90, -1.50, -2.32)
C (-4.12, -1.75, -1.19)
C (-5.20, -0.12, -2.71)
N (-5.89, 0.32, -3.71)
N (-5.79, 1.71, -3.67)
C (-5.04, 1.99, -2.65)
O (-4.66, 0.88, -1.99)
C (-4.49, 3.26, -2.18)
C (-4.63, 4.44, -2.91)
C (-3.99, 5.59, -2.48)
C (-3.19, 5.55, -1.33)
C (-3.05, 4.38, -0.61)
C (-2.26, 4.32, 0.67)
N (-1.02, 3.50, 0.67)
C (-0.89, 2.18, 0.63)
N (0.40, 1.86, 0.59)
C (1.02, 3.07, 0.48)
N (0.20, 4.08, 0.52)
C (-3.67, 3.22, -1.06)
H (-3.74, -3.43, 1.28)
H (-2.48, -4.28, 0.39)
H (-0.95, -1.94, -0.94)
H (-0.85, -0.29, 2.89)
H (-4.03, -5.13, -1.31)
H (-5.42, -4.69, -3.30)
H (-5.97, -2.36, -3.96)
H (-3.77, -0.91, -0.61)
H (-5.23, 4.43, -3.81)
H (-4.08, 6.51, -3.04)
H (-2.69, 6.45, -0.99)
H (-2.89, 3.90, 1.47)
H (-1.93, 5.31, 0.98)
H (-1.71, 1.49, 0.74)
H (2.09, 3.16, 0.43)
H (-3.88, 2.45, -0.32)
Br (9.00, 3.60, -1.93)
C (7.51, 2.62, -1.25)
C (6.33, 2.60, -1.97)
C (5.25, 1.90, -1.47)
C (5.36, 1.22, -0.26)
C (6.55, 1.24, 0.44)
C (7.64, 1.96, -0.04)
C (4.20, 0.42, 0.29)
O (4.39, -0.49, 1.08)
O (3.06, 0.83, -0.19)
H (6.26, 3.13, -2.91)
H (4.31, 1.88, -2.00)
H (6.62, 0.69, 1.37)
H (8.57, 1.99, 0.51)
O (-1.59, 0.91, -2.04)
S (-0.34, 1.21, -2.75)
O (0.18, 2.53, -2.45)
O (-0.33, 0.79, -4.13)
S (0.91, -0.23, -1.89)

The max |F| is 1.9 eV Å⁻¹. Its charge is -1. The value obtained for the gap between HOMO and LUMO (spin up / spin down) is 7.056 / 5.806 eV. The HOMO energy (spin up / spin down) comes out at -0.19404 / -0.18844 Eh. Its expectation value of S² is 0.76. Its spin multiplicity is 2. Its energy relative to the best compared isomer or geometry (same formula, charge and spin) is 2.303 eV. The LUMO energy (spin up / spin down) comes out at 1.78 / 0.68 eV. As for the total energy: -6279.99921 Ha.

Which charges does Mulliken predict for the atoms? In e, they are:
1 Ir 2.55
2 O -0.75
3 C 0.44
4 C -0.73
5 C -0.31
6 C -0.79
7 C -0.45
8 C 0.15
9 C 0.66
10 O -0.81
11 N -1.14
12 N 0.56
13 C -0.94
14 C 0.79
15 C -0.80
16 C -0.76
17 C -0.54
18 C -0.73
19 C 0.30
20 O -0.30
21 H 0.28
22 H 0.45
23 H 0.38
24 H 0.39
25 H 0.46
26 H 0.25
27 H 0.37
28 H 0.38
29 H 0.40
30 H 0.46
31 C -1.26
32 N 1.05
33 C -0.70
34 N 0.94
35 C -0.82
36 N -1.25
37 C 0.83
38 C -0.91
39 C -0.67
40 C -0.89
41 C 0.07
42 C 0.24
43 C 0.45
44 N -0.51
45 N -0.60
46 C 0.30
47 O -0.05
48 C -0.03
49 C -0.54
50 C -0.80
51 C -0.58
52 C 0.85
53 C -1.70
54 N 1.14
55 C -0.54
56 N 0.82
57 C -0.96
58 N -1.04
59 C 0.43
60 H 0.33
61 H 0.47
62 H 0.54
63 H 0.64
64 H 0.44
65 H 0.39
66 H 0.52
67 H 0.57
68 H 0.51
69 H 0.39
70 H 0.41
71 H 0.35
72 H 0.39
73 H 0.33
74 H 0.73
75 H 0.42
76 Br -0.23
77 C 0.20
78 C -0.66
79 C -0.23
80 C 0.08
81 C -0.34
82 C -0.61
83 C 0.49
84 O -0.66
85 O -0.44
86 H 0.43
87 H 0.50
88 H 0.46
89 H 0.41
90 O -0.47
91 S 1.09
92 O -0.67
93 O -0.67
94 S -0.57